No. 1
{
  "formula": "C4H8O2",
  "method": "ωB97M-V with the def2-TZVPD basis set",
  "elements": ["C", "C", "C", "C", "O", "O", "H", "H", "H", "H", "H", "H", "H", "H"],
  "xyz": [[0.7634, -0.1422, -0.2848], [2.1784, 1.1361, 0.1602], [-1.6969, -0.0505, -0.4988], [-2.5536, -0.7511, 0.2117], [-0.1685, 0.6976, 0.0523], [0.9462, -1.2772, 0.4360], [0.1958, -1.4164, 1.0328], [0.9078, -0.3489, -1.3558], [-1.8773, 0.3783, -1.4794], [2.0344, 1.4179, 1.1948], [3.0412, 0.4963, 0.0202], [2.0776, 1.9532, -0.5409], [-3.5688, -0.9363, -0.1264], [-2.2794, -1.1569, 1.1782]],
  "forces_ev_per_angstrom": [[5.7, 2.9, -0.2], [-1.9, -3.1, -1.0], [1.7, 2.2, 0.6], [0.9, 0.1, 0.5], [-6.7, -1.7, -0.6], [-0.5, -1.1, 0.6], [0.3, 0.2, -0.1], [-0.2, 0.0, 0.2], [0.3, 0.0, 0.2], [-0.2, 0.0, 0.1], [0.4, 0.3, 0.0], [0.1, 0.0, -0.1], [0.3, -0.2, -0.3], [-0.2, 0.2, 0.1]],
  "homo_lumo_gap_ev": 9.3,
  "fmax_ha_per_bohr": 0.1350,
  "de_lowest_ev": 4.962,
  "lumo_ev": 0.879,
  "total_energy_ev": -8368.3194,
  "e_homo_ev": -8.41,
  "charge": 0
}

No. 2
{
  "formula": "C4H8O2",
  "method": "ωB97M-V with the def2-TZVPD basis set",
  "elements": ["O", "C", "C", "C", "C", "O", "H", "H", "H", "H", "H", "H", "H", "H"],
  "xyz": [[-2.0094, -0.5860, -0.8759], [-0.9546, -1.1036, -0.0969], [-0.2931, -0.0365, 0.7516], [1.2156, 0.0350, 0.7827], [0.4178, 1.0581, 0.0380], [0.4341, 1.0129, -1.3609], [-1.6021, 0.0609, -1.4701], [-0.2017, -1.5990, -0.7297], [-1.3886, -1.8693, 0.5525], [-0.8255, 0.2627, 1.6491], [1.7375, -0.7330, 0.2104], [1.7316, 0.3505, 1.6817], [0.3704, 2.0702, 0.4385], [1.3680, 1.0770, -1.5711]],
  "forces_ev_per_angstrom": [[0.0, 0.2, -0.2], [0.2, -0.2, 0.3], [-0.2, 0.0, 0.1], [0.2, -0.1, 0.2], [0.1, 0.1, 0.3], [0.1, 0.0, -0.1], [-0.2, -0.1, 0.1], [-0.1, 0.1, 0.1], [0.0, 0.1, -0.1], [0.0, -0.1, -0.1], [-0.1, 0.3, 0.0], [-0.1, -0.1, 0.0], [0.0, -0.2, 0.0], [0.0, 0.0, -0.5]],
  "smiles": "OC[C@H]1C[C@H]1O",
  "homo_lumo_gap_ev": 11.0,
  "fmax_ha_per_bohr": 0.0107,
  "de_lowest_ev": 1.894,
  "lumo_ev": 0.834,
  "total_energy_ev": -8371.3875,
  "e_homo_ev": -10.12,
  "charge": 0
}

No. 3
{
  "formula": "C4H8O2",
  "method": "ωB97M-V with the def2-TZVPD basis set",
  "elements": ["C", "C", "O", "C", "C", "O", "H", "H", "H", "H", "H", "H", "H", "H"],
  "xyz": [[-0.6350, -0.8646, -0.1425], [-1.5852, 0.3223, -0.2367], [-0.7093, 1.3924, -0.5170], [0.3905, 1.2148, 0.3046], [2.0766, -0.5438, 0.1405], [0.5068, -0.2353, 0.5076], [-1.0205, -1.6892, 0.4671], [-0.3146, -1.2418, -1.1195], [-2.3138, 0.2544, -1.0459], [-2.0941, 0.4878, 0.7241], [0.2873, 1.6242, 1.3166], [1.2881, 1.5818, -0.1892], [2.2264, -1.4734, 0.7029], [1.8970, -0.8298, -0.9126]],
  "forces_ev_per_angstrom": [[0.0, 0.0, -0.1], [-0.2, -0.2, 0.0], [-0.1, 0.2, 0.0], [0.0, 0.2, 0.1], [0.0, -0.4, -0.2], [0.2, 0.2, -0.1], [0.3, 0.3, 0.0], [0.0, 0.2, 0.1], [0.1, -0.1, 0.1], [0.0, -0.1, -0.1], [-0.2, 0.1, -0.1], [-0.1, -0.2, 0.1], [-0.1, -0.1, -0.1], [0.2, -0.1, 0.1]],
  "homo_lumo_gap_ev": 8.1,
  "fmax_ha_per_bohr": 0.0087,
  "de_lowest_ev": 5.562,
  "lumo_ev": 0.735,
  "total_energy_ev": -8367.7197,
  "e_homo_ev": -7.32,
  "charge": 0
}

No. 4
{
  "formula": "C4H8O2",
  "method": "ωB97M-V with the def2-TZVPD basis set",
  "elements": ["C", "C", "O", "C", "C", "O", "H", "H", "H", "H", "H", "H", "H", "H"],
  "xyz": [[2.0180, -0.0734, -0.4296], [0.6150, 0.4202, -0.6269], [0.3795, 1.6128, -0.7457], [-0.5099, -0.6002, -0.6644], [-1.5826, -0.1731, 0.3504], [-2.1571, 1.0555, 0.0025], [2.0460, -1.0269, 0.1037], [2.4229, -0.2230, -1.4387], [2.6396, 0.6747, 0.0669], [-0.9407, -0.6088, -1.6733], [-0.1272, -1.6022, -0.4445], [-1.1066, -0.1405, 1.3463], [-2.3903, -0.9113, 0.4044], [-1.4181, 1.6206, -0.2866]],
  "forces_ev_per_angstrom": [[0.2, 0.0, -0.1], [-0.1, 0.3, 0.1], [0.2, -0.5, 0.0], [0.0, 0.0, -0.1], [0.1, -0.3, 0.1], [0.0, 0.2, 0.0], [0.0, 0.2, -0.1], [0.1, -0.1, 0.1], [-0.2, -0.1, -0.1], [0.0, 0.0, 0.1], [-0.1, 0.1, 0.0], [-0.2, 0.1, -0.1], [0.2, 0.1, -0.1], [-0.2, 0.0, 0.0]],
  "smiles": "CC(=O)CCO",
  "homo_lumo_gap_ev": 10.8,
  "fmax_ha_per_bohr": 0.0104,
  "de_lowest_ev": 0.864,
  "lumo_ev": 0.813,
  "total_energy_ev": -8372.4181,
  "e_homo_ev": -9.97,
  "charge": 0
}

No. 5
{
  "formula": "C4H8O2",
  "method": "ωB97M-V with the def2-TZVPD basis set",
  "elements": ["C", "C", "O", "C", "C", "H", "H", "H", "H", "H", "H", "H", "H", "O"],
  "xyz": [[0.0675, 2.5082, -1.0083], [0.1458, 1.2128, -0.7159], [0.8528, 0.3531, -1.5129], [-0.3460, 0.6751, 0.5586], [0.2222, -0.3001, 1.2486], [0.7040, 2.9256, -1.7669], [-0.5905, 3.1386, -0.4351], [0.5267, -0.5265, -1.2820], [-1.2282, 1.1742, 0.9474], [1.1848, -0.7260, 0.9945], [-0.1858, -0.5612, 2.2124], [-0.4993, -4.0475, 0.3032], [-0.0177, -2.6712, 0.3143], [-0.8362, -3.1552, 0.1423]],
  "forces_ev_per_angstrom": [[0.0, -0.3, 0.1], [0.4, 0.1, 0.1], [0.0, -0.1, 0.3], [-0.6, 0.2, -0.4], [0.2, 0.2, 0.5], [-0.3, 0.1, -0.5], [0.2, 0.2, 0.2], [0.2, -0.1, -0.2], [0.0, -0.1, 0.1], [0.0, -0.1, -0.3], [0.0, -0.2, 0.0], [-0.5, -0.2, -0.1], [-0.3, 0.5, 0.0], [0.8, -0.4, 0.2]],
  "smiles": "C=CC(=C)O.O",
  "homo_lumo_gap_ev": 9.3,
  "fmax_ha_per_bohr": 0.0180,
  "de_lowest_ev": 2.173,
  "lumo_ev": 0.618,
  "total_energy_ev": -8371.1087,
  "e_homo_ev": -8.72,
  "charge": 0
}

No. 6
{
  "formula": "C4H8O2",
  "method": "ωB97M-V with the def2-TZVPD basis set",
  "elements": ["C", "C", "O", "C", "C", "O", "H", "H", "H", "H", "H", "H", "H", "H"],
  "xyz": [[-0.7042, -0.6181, -0.3512], [-0.4867, 0.5162, -1.3432], [0.7627, 1.1054, -0.9970], [1.1703, 0.6591, 0.2893], [-0.0409, -0.0491, 0.8999], [0.3566, -1.0196, 1.8426], [-0.2130, -1.7865, 1.7121], [-0.1520, -1.5160, -0.6598], [-1.7586, -0.8792, -0.2105], [-0.4467, 0.1791, -2.3840], [-1.2878, 1.2646, -1.2529], [1.5157, 1.5189, 0.8729], [1.9934, -0.0651, 0.2109], [-0.7088, 0.6903, 1.3708]],
  "forces_ev_per_angstrom": [[0.0, 0.0, 0.0], [-0.3, -0.1, -0.1], [0.1, 0.1, -0.1], [0.1, -0.1, 0.2], [-0.1, 0.2, -0.3], [-0.1, -0.2, 0.0], [0.1, 0.1, 0.2], [-0.1, 0.1, 0.0], [0.2, 0.1, 0.0], [0.0, 0.1, 0.1], [0.1, -0.1, 0.0], [-0.1, -0.1, -0.1], [-0.1, 0.1, 0.0], [0.1, -0.1, 0.0]],
  "smiles": "O[C@@H]1CCOC1",
  "homo_lumo_gap_ev": 10.6,
  "fmax_ha_per_bohr": 0.0070,
  "de_lowest_ev": 1.312,
  "lumo_ev": 0.924,
  "total_energy_ev": -8371.9696,
  "e_homo_ev": -9.69,
  "charge": 0
}